The following is a quantum chemistry calculation of a structure of composition C61H49BrN3O5P3SW, from the Open Molecules 2025 dataset.

Energy (Ha): -6957.80062
Molecular weight (g mol⁻¹): 1292.8
Energy relative to the best compared isomer or geometry (same formula, charge and spin) (eV): 1.9476
Spin multiplicity: 3
Charge: 0
Frontier orbital gap (spin up / spin down) (eV): 7.4 / 7.4
Highest occupied orbital energy (spin up / spin down) (eV): -7.77 / -7.83
Max |F| (eV/Å): 1.57

The geometry in XYZ format:
```
124
Properties=species:S:1:pos:R:3:forces:R:3:lowdin_spin:R:1
W -1.3114 -0.3299 0.7177 -0.801 -1.032 -0.054 1.758
Br -1.1851 5.4929 6.0472 -0.004 -0.033 0.025 0.000
S -1.4611 0.5994 -1.2792 0.137 -0.165 1.551 -0.076
P -2.7012 -1.9924 -0.5115 -1.127 -0.395 -0.403 0.026
P 1.7496 1.4019 1.1178 0.974 0.496 0.644 0.022
P 1.4847 0.9796 -2.4151 0.155 -0.096 -0.497 -0.002
O -2.5175 -1.9593 4.3294 -0.151 0.053 -0.160 0.001
O -0.7626 0.5318 2.5441 -0.108 0.036 -0.313 0.021
O 3.8924 1.1073 -1.0282 0.233 0.032 -0.048 0.001
O -2.5902 -1.2555 2.1870 0.255 0.332 -0.302 0.033
O -2.7009 1.5269 2.1855 0.003 0.136 0.016 0.050
N -0.0941 -2.0490 1.8034 -0.382 0.572 -0.039 0.031
N -1.5263 1.4482 6.6981 -0.053 0.007 -0.001 0.000
N -0.8027 -2.4197 2.9610 -0.019 -0.217 0.080 0.008
C -6.1171 -1.0252 -2.5723 -0.031 -0.099 -0.089 0.000
C 6.3623 2.1450 1.4829 0.027 0.023 0.021 0.000
C 1.9813 0.5168 2.7436 -0.084 0.110 -0.124 0.000
C -4.6930 -5.2502 2.1112 -0.052 0.001 -0.023 -0.001
C -2.0658 -2.9486 -1.9405 0.189 0.180 0.020 0.007
C -4.9139 -3.3352 0.6642 0.013 -0.091 0.022 -0.002
C 4.1019 1.7971 -2.2149 -0.069 0.049 -0.045 0.000
C 1.7338 4.2540 1.6451 -0.173 -0.103 0.055 0.001
C -0.2313 5.6201 1.3495 -0.038 0.011 -0.007 0.000
C -0.3321 3.2484 1.0000 0.073 0.039 0.120 0.002
C -1.5878 3.1398 4.4977 -0.054 0.031 -0.041 0.000
C 4.4545 1.5409 0.1552 -0.243 0.238 0.195 0.000
C -1.1779 -2.9509 -4.1838 -0.039 0.025 -0.048 0.000
C -4.6554 -0.0210 -0.4362 -0.041 -0.171 -0.130 0.009
C 3.0389 1.6865 -3.1194 -0.051 0.015 0.243 -0.001
C 4.1525 2.3661 2.3778 0.119 -0.065 -0.119 0.001
C -2.0517 -1.8322 3.2145 0.148 -0.193 0.049 0.006
C 1.1180 5.4975 1.6433 0.091 0.021 0.034 0.000
C 4.3059 3.0113 -4.6959 -0.020 0.081 -0.121 0.000
C -1.7197 1.7675 4.3414 0.161 0.062 -0.057 0.000
C 5.8343 1.6096 0.3240 0.068 -0.102 -0.081 0.000
C -4.1829 -1.1263 -1.1467 0.085 0.076 0.053 0.007
C 3.2646 -2.7066 -3.0379 0.053 -0.007 -0.036 -0.001
C 5.3246 3.1484 -3.7725 -0.033 -0.073 0.065 0.000
C -0.1682 0.0770 -6.1253 0.018 0.003 0.056 0.000
C 3.1647 2.2914 -4.3657 0.091 -0.100 0.074 0.000
C -5.4872 -4.3222 1.4587 0.039 0.019 -0.015 0.000
C 2.6654 -1.0132 4.9785 0.020 -0.054 0.011 0.000
C -3.3125 -5.1789 1.9894 0.099 -0.025 -0.023 0.000
C 1.9695 -0.8013 -2.2903 -0.137 -0.056 0.215 0.002
C 5.2330 2.5351 -2.5278 -0.011 0.024 0.068 0.000
C -6.5909 0.0652 -1.8597 0.009 0.040 0.025 0.000
C -3.5325 -3.2696 0.5171 0.379 -0.110 0.078 -0.004
C 5.5167 2.5581 2.5010 -0.009 -0.017 0.102 0.000
C 2.6166 -3.5279 -2.1279 0.000 -0.030 -0.001 0.001
C -1.3398 -5.0110 -2.9686 0.002 0.029 0.015 0.000
C 2.0172 0.2065 5.1335 -0.007 0.058 -0.003 0.000
C 0.5068 0.9710 -3.9847 0.089 -0.066 0.095 0.000
C -0.9574 4.4871 1.0212 0.031 -0.002 -0.022 0.000
C -1.7107 0.9576 5.4720 0.132 0.075 0.134 0.001
C 1.6804 0.9674 4.0236 -0.112 0.011 -0.062 0.000
C 2.6309 -0.7108 2.5933 0.107 0.152 0.138 0.000
C -0.1794 2.1476 -4.2884 -0.071 -0.054 0.070 0.000
C 1.3410 -1.6347 -1.3545 0.036 -0.003 -0.101 0.032
C 2.9742 -1.4736 3.7059 -0.074 0.020 -0.041 0.000
C 1.0072 3.0910 1.3580 0.159 -0.003 -0.093 0.001
C -1.3604 2.7596 6.8477 -0.008 -0.149 -0.042 0.000
C -1.7079 -2.2619 -3.1045 0.001 -0.099 0.029 0.000
C -2.7406 -4.1931 1.2042 -0.129 0.020 -0.065 -0.001
C -5.8571 0.5698 -0.7935 -0.002 -0.034 0.058 0.001
C 0.4898 -0.0707 -4.9083 -0.015 0.165 -0.094 0.000
C -0.8258 2.2994 -5.5054 -0.033 0.024 -0.049 0.000
C 3.5869 1.8547 1.2064 -0.133 -0.130 -0.606 0.006
C -0.9759 -4.3218 -4.1143 -0.007 -0.051 0.046 0.000
C 1.6632 -2.9851 -1.2802 -0.003 0.080 0.008 0.002
C -0.8147 1.2655 -6.4328 0.051 -0.046 0.013 0.000
C -1.7849 1.2390 2.9433 -0.271 0.440 -0.052 0.011
C -1.4051 3.6333 5.7743 0.039 0.071 -0.035 0.000
C -1.8913 -4.3304 -1.8903 -0.030 0.020 -0.042 0.000
C -4.9200 -1.6298 -2.2129 0.096 0.041 0.052 0.000
C 2.9514 -1.3565 -3.1109 -0.080 -0.062 0.054 0.001
H -0.5470 -4.8536 -4.9544 -0.013 0.015 -0.003 0.000
H -6.2237 1.4179 -0.2289 0.012 -0.013 -0.020 0.000
H 2.9186 -1.0355 1.5943 -0.019 -0.075 0.034 0.000
H 0.5632 -1.2448 -0.6882 0.419 -0.016 -0.404 0.030
H 0.7626 -1.5619 2.0639 0.115 0.024 0.071 0.006
H -1.3375 3.2245 -5.7410 0.001 -0.003 0.056 0.000
H 3.4884 -2.4187 3.5777 0.014 0.024 -0.004 0.000
H 2.7900 4.2084 1.8475 0.065 0.008 0.027 0.000
H -1.8568 -1.1920 -3.1691 0.043 0.011 -0.030 -0.001
H -5.1467 -6.0286 2.7115 0.015 0.046 0.037 0.000
H -0.2575 -2.6499 3.7767 0.089 0.108 0.025 0.000
H -1.1831 3.1215 7.8540 -0.031 0.029 -0.020 0.000
H 1.1688 1.9160 4.1502 0.023 -0.026 0.013 0.000
H -1.8701 -0.1113 5.3962 0.052 -0.003 -0.055 0.000
H -1.6625 -4.1436 1.1152 0.008 -0.041 0.043 0.000
H 6.2056 3.7313 -4.0084 -0.005 -0.008 -0.007 0.000
H 1.1594 -3.6275 -0.5652 -0.030 -0.014 -0.040 0.000
H -6.5637 -4.3556 1.5685 0.012 -0.011 -0.018 0.000
H 7.4351 2.2429 1.5893 -0.002 -0.066 0.016 0.000
H -2.6809 -5.8896 2.5076 -0.010 0.021 0.003 0.000
H 5.9212 2.9851 3.4098 -0.009 -0.008 -0.012 0.000
H 6.0306 2.6699 -1.8173 0.018 -0.010 0.004 0.000
H -2.2074 -4.8905 -1.0234 0.025 -0.017 0.009 0.000
H -4.5646 -2.5014 -2.7492 -0.028 0.023 -0.043 0.000
H 3.4703 -0.7295 -3.8265 -0.016 0.012 0.002 0.000
H -5.5575 -2.6246 0.1678 0.003 0.022 0.010 0.000
H -1.2079 -6.0840 -2.9099 -0.001 0.009 -0.004 0.000
H -0.9006 2.4018 0.6642 -0.122 -0.089 -0.023 0.003
H -1.3014 1.3864 -7.3924 -0.033 -0.003 0.032 0.000
H -0.7034 6.5947 1.3483 0.001 -0.017 0.021 0.000
H 0.1630 -2.8898 1.3013 0.032 0.031 -0.289 0.003
H -7.5372 0.5183 -2.1279 0.035 0.013 -0.025 0.000
H -0.2054 2.9484 -3.5559 0.028 0.010 -0.039 0.000
H 2.8511 -4.5845 -2.0838 0.006 0.022 0.022 0.000
H -4.0924 0.3660 0.4024 -0.033 0.082 0.080 0.007
H 2.3617 2.2091 -5.0851 -0.024 0.017 0.003 0.000
H 2.9423 -1.5977 5.8472 -0.038 0.013 -0.011 0.000
H 1.7760 0.5728 6.1243 -0.016 -0.033 -0.018 0.000
H 6.4944 1.2251 -0.4405 -0.056 0.037 -0.062 0.000
H 3.5191 2.6175 3.2164 -0.061 -0.040 0.021 0.000
H 1.0062 -0.9956 -4.6920 0.009 -0.012 0.010 0.000
H -0.9288 -2.4115 -5.0886 -0.003 -0.010 0.055 0.000
H 4.0138 -3.1210 -3.7019 0.003 0.018 0.020 0.000
H -1.6128 3.7995 3.6386 0.027 -0.022 0.017 0.000
H 1.7068 6.3802 1.8613 -0.009 -0.023 0.018 0.000
H 4.3839 3.4836 -5.6675 -0.004 -0.032 0.020 0.000
H -2.0061 4.5592 0.7604 0.016 -0.024 -0.020 0.000
H -0.1598 -0.7360 -6.8426 -0.006 0.016 0.005 0.000
H -6.6874 -1.4205 -3.4044 0.016 0.016 0.025 0.000
```
Positions in Å, forces in eV/Å.